a) Formula: C4H12
Source: the OMol25 dataset
Level of theory: ωB97M-V with the def2-TZVPD basis set

XYZ file:
```
16
Properties=species:S:1:pos:R:3:lowdin_charge:R:1
C 2.410 0.453 0.876 -0.179
C 1.317 -0.392 1.484 -0.177
H 2.103 0.959 -0.044 0.058
H 2.788 1.254 1.522 0.062
H 3.288 -0.140 0.606 0.063
H 0.367 0.094 1.557 0.034
H 1.609 -0.842 2.428 0.066
H 1.070 -1.160 0.745 0.066
C -1.718 0.322 -0.525 -0.175
C -2.030 -0.379 -1.839 -0.173
H -0.685 0.673 -0.525 0.049
H -2.443 1.072 -0.243 0.063
H -1.750 -0.400 0.297 0.059
H -1.973 0.342 -2.660 0.062
H -1.534 -1.316 -2.053 0.059
H -3.101 -0.635 -1.873 0.062
```

Computed properties:
net charge = 0
frontier orbital gap = 12.764 eV
HOMO energy = -11.63 eV
SMILES = CC.CC


b) Formula: C4H12
Source: the OMol25 dataset
Level of theory: ωB97M-V with the def2-TZVPD basis set

XYZ file:
```
16
Properties=species:S:1:pos:R:3:lowdin_charge:R:1
C -0.059 -2.224 -1.387 -0.160
C 0.945 -1.725 -0.317 -0.167
H 0.399 -2.968 -2.037 0.056
H -0.974 -2.598 -0.923 0.059
H -0.304 -1.395 -2.050 0.054
H 1.280 -0.718 -0.576 0.053
H 1.825 -2.349 -0.233 0.052
H 0.471 -1.710 0.666 0.053
C 0.188 2.343 0.843 -0.180
C -1.118 1.556 0.883 -0.163
H 0.726 2.216 -0.089 0.051
H 0.050 3.423 0.959 0.059
H 0.862 2.034 1.660 0.067
H -1.711 1.858 1.741 0.062
H -0.869 0.498 0.865 0.042
H -1.711 1.758 -0.006 0.061
```

Computed properties:
net charge = 0
frontier orbital gap = 12.951 eV
HOMO energy = -11.80 eV
SMILES = CC.CC


c) Formula: C4H12
Source: the OMol25 dataset
Level of theory: ωB97M-V with the def2-TZVPD basis set

XYZ file:
```
16
Properties=species:S:1:pos:R:3:lowdin_charge:R:1
C 1.438 1.093 1.236 -0.189
C 1.357 2.249 0.230 -0.161
H 1.512 0.101 0.736 0.054
H 2.298 1.185 1.899 0.052
H 0.658 0.884 1.979 0.059
H 0.365 2.696 0.230 0.054
H 1.662 1.903 -0.755 0.060
H 1.990 3.052 0.680 0.072
C -1.696 -1.173 -1.374 -0.168
C -1.217 -2.064 -0.254 -0.200
H -2.386 -0.411 -1.009 0.065
H -0.816 -0.610 -1.702 0.058
H -2.000 -1.772 -2.232 0.064
H -1.833 -2.189 0.687 0.076
H -1.096 -3.104 -0.571 0.054
H -0.234 -1.839 0.221 0.053
```

Computed properties:
net charge = 0
frontier orbital gap = 12.533 eV
HOMO energy = -11.41 eV
SMILES = CC.CC


d) Formula: C4H12
Source: the OMol25 dataset
Level of theory: ωB97M-V with the def2-TZVPD basis set

XYZ file:
```
16
Properties=species:S:1:pos:R:3:lowdin_charge:R:1
C -2.076 -0.776 -0.977 -0.196
C -1.953 -1.143 0.453 -0.202
H -2.549 -1.553 -1.529 0.043
H -2.496 0.130 -1.227 0.027
H -1.011 -0.837 -1.569 0.114
H -2.829 -1.863 0.863 0.109
H -1.981 -0.284 1.149 0.062
H -1.096 -1.780 0.635 0.048
C 1.926 1.507 0.826 -0.162
C 2.013 0.467 -0.291 -0.166
H 1.310 1.159 1.625 0.046
H 2.986 1.484 1.231 0.076
H 1.866 2.558 0.570 0.057
H 3.019 0.651 -0.934 0.121
H 1.177 0.456 -0.930 0.024
H 2.143 -0.450 0.052 -0.002
```

Computed properties:
net charge = 0
frontier orbital gap = 12.088 eV
HOMO energy = -10.96 eV
SMILES = CC.CC


Least stable: d)


a) Formula: C4H11NO3
Source: the OMol25 dataset
Level of theory: ωB97M-V with the def2-TZVPD basis set

XYZ file:
```
19
Properties=species:S:1:pos:R:3:lowdin_charge:R:1
C 1.633 0.315 1.457 -0.065
O 0.455 0.840 0.856 -0.131
C 0.448 0.904 -0.544 -0.534
C -0.485 2.001 -0.986 0.024
O 1.393 0.507 -1.195 0.060
H 1.479 0.351 2.534 0.091
H 2.499 0.918 1.175 0.095
H 1.785 -0.711 1.115 0.092
H -1.503 1.617 -1.004 0.083
H -0.428 2.837 -0.294 0.089
H -0.240 2.336 -1.991 0.089
C -1.391 -1.253 0.826 0.010
O -0.995 -0.900 -0.667 -0.278
N -0.139 -1.903 -1.198 0.018
H -2.452 -1.056 0.721 0.074
H -1.151 -2.302 0.995 0.072
H -1.014 -0.775 1.728 0.065
H -0.601 -2.302 -2.014 0.085
H 0.707 -1.423 -1.514 0.061
```

Computed properties:
net charge = 0
frontier orbital gap = 10.574 eV
HOMO energy = -9.62 eV
SMILES = COC(C)=O.CON


b) Formula: C4H11NO3
Source: the OMol25 dataset
Level of theory: ωB97M-V with the def2-TZVPD basis set

XYZ file:
```
19
Properties=species:S:1:pos:R:3:lowdin_charge:R:1
H -0.760 -0.814 -0.835 0.083
O -1.962 -0.946 -0.795 -0.047
N 0.245 -0.003 -0.891 -0.102
H -1.975 -1.437 0.222 0.090
H 1.017 -0.722 -1.148 0.203
C 0.268 0.191 0.675 -0.188
H -0.730 0.693 1.062 0.177
C 0.119 -1.337 1.228 -0.617
O 0.859 -1.690 2.094 0.073
O -0.977 -1.930 0.912 -0.052
H -2.605 -1.274 -1.365 0.048
C 0.092 1.136 -1.722 -0.102
H -1.015 1.657 -1.736 0.155
H 0.699 1.937 -1.435 0.053
H 0.358 0.752 -2.707 0.089
C 1.391 0.866 1.478 -0.043
H 1.790 1.685 1.031 0.036
H 1.095 1.122 2.482 0.097
H 2.090 0.115 1.447 0.047
```

Computed properties:
net charge = 0
frontier orbital gap = 9.577 eV
HOMO energy = -9.11 eV


Least stable: a)


a) Formula: C4H11NO3
Source: the OMol25 dataset
Level of theory: ωB97M-V with the def2-TZVPD basis set

XYZ file:
```
19
Properties=species:S:1:pos:R:3:lowdin_charge:R:1
N 1.171 0.050 -2.666 0.143
C 0.382 -0.369 -1.585 -0.539
O -0.603 -1.043 -1.813 0.050
C 0.989 -0.262 -0.219 -0.125
C 0.790 1.080 0.522 -0.160
C -0.162 0.956 1.700 -0.287
O -0.531 2.228 2.261 -0.073
H 1.721 0.874 -2.495 0.095
H 0.789 -0.278 -3.534 0.099
H 0.730 -1.128 0.397 0.112
H 2.088 -0.398 -0.407 0.126
H 1.678 1.529 0.965 0.119
H 0.275 1.657 -0.257 0.115
H -1.070 0.335 1.575 0.114
H 0.224 0.334 2.516 0.122
H -1.050 2.598 1.535 0.079
O -1.589 -2.413 1.333 -0.057
H -1.332 -2.845 0.518 0.028
H -2.548 -2.351 1.330 0.038
```

Computed properties:
net charge = 0
frontier orbital gap = 10.657 eV
HOMO energy = -9.94 eV
SMILES = NC(=O)CCCO.O


b) Formula: C4H11NO3
Source: the OMol25 dataset
Level of theory: ωB97M-V with the def2-TZVPD basis set

XYZ file:
```
19
Properties=species:S:1:pos:R:3:lowdin_charge:R:1
C 1.316 1.044 -1.121 -0.058
C 0.504 -0.175 -0.678 -0.336
C -0.592 -0.501 -1.690 -0.063
C -0.073 0.069 0.732 -0.630
O -0.959 1.161 0.719 0.041
O 0.988 0.223 1.611 0.047
N -0.861 -1.103 1.144 -0.023
O -1.095 -1.038 2.590 -0.096
H 1.833 0.824 -2.053 0.079
H 0.664 1.900 -1.291 0.083
H 2.059 1.301 -0.370 0.077
H 1.174 -1.032 -0.576 0.143
H -1.343 0.289 -1.701 0.084
H -0.164 -0.567 -2.689 0.080
H -1.085 -1.442 -1.454 0.072
H -0.571 1.909 1.191 0.117
H 0.622 0.151 2.508 0.104
H -1.786 -1.050 0.723 0.123
H -0.631 -1.963 2.406 0.157
```

Computed properties:
net charge = 0
frontier orbital gap = 10.765 eV
HOMO energy = -10.03 eV
SMILES = CC(C)C(O)(O)NO


Least stable: b)


a) Formula: C4H11NO3
Source: the OMol25 dataset
Level of theory: ωB97M-V with the def2-TZVPD basis set

XYZ file:
```
19
Properties=species:S:1:pos:R:3:lowdin_charge:R:1
C -1.174 -1.266 -1.977 -0.098
C -0.653 -0.997 -0.571 -0.202
C -0.571 0.507 -0.253 -0.335
N -1.817 1.251 -0.318 0.067
C -0.018 0.642 1.142 -0.486
O -0.657 0.743 2.148 0.134
O 1.342 0.564 1.160 0.084
H -0.579 -0.713 -2.705 0.079
H -2.213 -0.948 -2.081 0.065
H -1.129 -2.322 -2.233 0.073
H 0.341 -1.429 -0.444 0.100
H -1.305 -1.482 0.160 0.122
H 0.116 0.977 -0.958 0.150
H -2.248 1.141 -1.222 0.066
H -2.467 0.907 0.367 0.076
H 1.611 0.610 2.090 0.136
O 2.947 -1.016 -0.764 -0.048
H 2.551 -0.371 -0.163 -0.003
H 3.509 -0.503 -1.322 0.020
```

Computed properties:
net charge = 0
frontier orbital gap = 10.316 eV
HOMO energy = -9.67 eV
SMILES = CC[C@@H](N)C(=O)O.O


b) Formula: C4H11NO3
Source: the OMol25 dataset
Level of theory: ωB97M-V with the def2-TZVPD basis set

XYZ file:
```
19
Properties=species:S:1:pos:R:3:lowdin_charge:R:1
C 0.631 -0.147 -0.879 -0.115
C 1.135 -0.453 0.447 -0.142
C 2.277 0.245 0.625 -0.109
N 2.500 1.026 -0.530 0.029
C 1.516 0.797 -1.463 -0.094
H -0.282 -0.449 -1.492 0.117
H 0.727 -1.214 1.151 0.101
H 3.034 0.364 1.413 0.117
H 3.167 1.631 -0.691 0.070
H 1.493 1.278 -2.380 0.086
O -2.801 -0.343 -0.383 -0.136
H -3.243 -0.093 -1.264 0.092
H -2.295 0.435 0.015 0.016
O -1.315 -2.443 1.059 -0.094
H -1.711 -3.280 0.944 -0.001
H -1.895 -1.757 0.547 0.048
O -1.235 1.678 0.707 -0.055
H -1.300 1.611 1.627 0.023
H -0.401 1.114 0.547 0.047
```

Computed properties:
net charge = 0
frontier orbital gap = 9.435 eV
HOMO energy = -8.60 eV
SMILES = c1cc[nH]c1.O.O.O


c) Formula: C4H11NO3
Source: the OMol25 dataset
Level of theory: ωB97M-V with the def2-TZVPD basis set

XYZ file:
```
19
Properties=species:S:1:pos:R:3:lowdin_charge:R:1
C -2.205 -0.669 -0.118 -0.064
C -1.451 0.573 0.330 -0.446
C -0.984 1.427 -0.837 -0.059
O -0.275 0.286 1.183 -0.097
H -3.136 -0.380 -0.605 0.080
H -2.444 -1.302 0.735 0.077
H -1.612 -1.241 -0.828 0.070
H -2.107 1.172 0.981 0.130
H -1.837 1.728 -1.433 0.079
H -0.472 2.313 -0.478 0.081
H -0.302 0.862 -1.459 0.060
H -0.527 -0.387 1.827 0.084
C 3.103 -0.271 0.193 -0.065
O 1.918 -0.173 -0.590 -0.130
N 0.948 -1.071 -0.379 -0.091
O 1.202 -1.999 0.330 0.018
H 3.541 -1.273 0.095 0.086
H 3.781 0.489 -0.193 0.092
H 2.858 -0.084 1.247 0.095
```

Computed properties:
net charge = 0
frontier orbital gap = 10.662 eV
HOMO energy = -9.71 eV
SMILES = CC(C)O.CON=O


Least stable: c)